Here is C21H39FGeN4O2Zn as an isolated structure from the OMol25 dataset. Energies are from ωB97M-V/def2-TZVPD.

Summary:
HOMO energy, eV: -12.990
Gap between HOMO and LUMO, eV: 7.627
Total charge: +2
Energy above the lowest of the compared OMol25 structures with the same formula, charge and spin, kcal/mol: 0.0
LUMO, Ha: -0.1971
Strongest force on any atom, hartree/bohr: 0.0146

The geometry in XYZ format:
```
69
Properties=species:S:1:pos:R:3:mulliken_charge:R:1
Zn -1.268 2.425 -2.250 -0.0342
N 0.681 3.437 -1.926 -0.7972
C 1.558 2.724 -0.967 0.2738
C 2.364 3.691 -0.088 -0.7644
C 3.666 3.105 0.506 -1.0950
C 3.861 3.400 1.993 -0.9628
N 2.997 2.541 2.796 0.1811
C 3.158 2.282 4.080 0.8848
N 2.361 1.390 4.679 -0.3310
N 4.102 2.891 4.795 -0.3691
C 0.757 1.680 -0.180 0.6019
O 1.103 1.307 0.929 -0.8371
O -0.275 1.196 -0.812 -0.4384
H 1.199 3.644 -2.774 0.3373
H 0.413 4.337 -1.536 0.3706
H 2.257 2.117 -1.551 0.2927
H 1.717 4.075 0.707 0.5139
H 2.632 4.538 -0.721 0.3955
H 4.525 3.522 -0.018 0.5126
H 3.707 2.024 0.358 0.3906
H 3.641 4.452 2.195 0.3690
H 4.906 3.216 2.254 0.6062
H 2.266 2.051 2.279 0.2436
H 1.640 0.912 4.167 0.1312
H 2.424 1.223 5.668 0.1980
H 4.682 3.611 4.403 0.1884
H 4.246 2.660 5.763 0.2061
F -5.725 -2.378 -1.128 -0.3957
C -5.123 -1.208 -1.392 0.2036
C -4.402 -1.074 -2.565 -0.3440
C -3.790 0.139 -2.829 -0.5491
C -3.887 1.212 -1.941 0.6236
C -3.275 2.539 -2.271 -1.2799
C -4.608 1.033 -0.762 -0.5590
C -5.234 -0.174 -0.482 -0.4539
H -4.343 -1.904 -3.257 0.5159
H -3.241 0.265 -3.757 0.4948
H -3.537 3.298 -1.535 0.4708
H -3.585 2.891 -3.253 0.7081
H -4.710 1.857 -0.066 0.3660
H -5.820 -0.313 0.417 0.4744
C -2.109 -3.736 -0.723 -0.7002
C -2.918 -3.305 0.496 -0.1397
C -2.133 -2.429 1.469 -0.8958
C -1.873 -0.997 0.985 -0.4636
Ge -0.706 -0.846 -0.598 0.7640
C 1.152 -1.503 -0.747 -0.8531
C 1.272 -3.020 -0.924 -0.5281
C 2.706 -3.421 -1.271 -0.5566
C 2.872 -4.937 -1.339 -1.3713
H -2.710 -4.350 -1.392 0.4705
H -1.233 -4.314 -0.421 0.3239
H -1.772 -2.876 -1.319 -0.1239
H -3.239 -4.200 1.031 0.3987
H -3.823 -2.780 0.184 -0.0941
H -1.186 -2.925 1.708 0.2824
H -2.698 -2.345 2.399 0.4352
H -1.381 -0.430 1.777 0.5688
H -2.806 -0.491 0.732 0.1036
H -1.420 -0.711 -1.955 -0.2541
H 1.701 -1.178 0.137 0.4232
H 1.572 -0.993 -1.620 0.3397
H 0.606 -3.371 -1.717 0.4506
H 0.973 -3.527 -0.003 0.2749
H 3.385 -3.013 -0.516 0.3485
H 2.980 -2.975 -2.231 0.3746
H 2.673 -5.390 -0.367 0.3403
H 3.886 -5.203 -1.635 0.4020
H 2.185 -5.369 -2.068 0.3358
```

=====

Here is C21H39FInNO7PS2 as an isolated structure from the OMol25 dataset. Energies are from ωB97M-V/def2-TZVPD.

Summary:
HOMO energy, eV: -4.861
Gap between HOMO and LUMO, eV: 6.582
Total charge: -1
LUMO, Ha: 0.0632
Strongest force on any atom, hartree/bohr: 0.0346

The geometry in XYZ format:
```
73
Properties=species:S:1:pos:R:3:mulliken_charge:R:1
C -2.344 -2.619 2.001 -1.1151
C -3.275 -2.550 0.794 0.0449
F -4.601 -2.794 1.185 -0.3844
In -2.967 -0.563 -0.249 0.9161
C -0.745 -0.311 -0.363 -0.3288
C -0.294 0.733 -1.405 -0.6361
C 1.012 0.303 -2.107 -0.8801
C 2.180 0.133 -1.129 -0.4584
N 2.816 -1.170 -1.133 0.2508
C 4.180 -1.339 -1.083 -0.2518
C 4.465 -2.681 -1.060 -0.3165
C 3.222 -3.392 -1.101 -0.9765
C 2.259 -2.410 -1.137 -0.1649
C -3.661 -0.879 -2.356 -1.0479
C -3.942 -2.355 -2.602 -0.5985
C -4.483 -2.604 -4.002 0.5235
O -4.791 -1.751 -4.769 -0.5414
O -4.577 -3.898 -4.422 -0.5122
P -4.155 1.364 0.924 0.2375
O -5.604 1.058 1.252 -0.7354
H -1.939 -3.622 2.170 0.2921
H -1.479 -1.970 1.869 0.2471
H -2.842 -2.298 2.915 0.3103
H -2.916 -3.311 0.096 0.1361
H -0.279 -0.163 0.610 0.4078
H -0.384 -1.281 -0.715 -0.2861
H -1.064 0.920 -2.150 0.3437
H -0.050 1.655 -0.872 0.3022
H 1.255 1.107 -2.806 0.3593
H 0.836 -0.582 -2.715 0.4539
H 1.880 0.447 -0.130 0.2518
H 2.958 0.832 -1.428 0.2954
H 4.891 -0.528 -1.043 0.2128
H 5.432 -3.156 -1.020 0.3749
H 3.072 -4.454 -1.076 0.4533
H 1.204 -2.627 -1.158 0.2800
H -2.857 -0.604 -3.040 0.2731
H -4.521 -0.267 -2.611 0.3934
H -3.003 -2.912 -2.556 0.2539
H -4.626 -2.765 -1.856 0.3981
H -4.582 -4.489 -3.660 0.3346
H -3.483 1.583 2.165 -0.0343
H -4.042 2.558 0.160 -0.0219
C -7.019 4.070 5.069 -0.6047
C -6.841 2.557 4.894 -0.8393
C -5.622 2.336 3.989 -0.2620
S -4.549 3.749 4.245 1.1650
O -4.476 4.513 3.025 -0.6357
O -3.359 3.340 4.951 -0.6905
C -5.631 4.617 5.384 -0.7104
H -7.730 4.307 5.861 0.3524
H -7.390 4.508 4.140 0.2962
H -6.667 2.098 5.871 0.3125
H -7.728 2.092 4.467 0.3329
H -5.084 1.428 4.244 0.3922
H -5.901 2.309 2.934 0.1659
H -5.539 5.689 5.228 0.3858
H -5.322 4.356 6.396 0.3299
C 9.594 -0.795 -2.246 -0.6730
C 9.894 0.667 -1.887 -0.6023
C 8.607 1.470 -2.118 -0.7378
S 7.248 0.315 -1.874 1.2351
O 6.564 0.147 -3.127 -0.6468
O 6.552 0.672 -0.666 -0.7352
C 8.264 -1.126 -1.575 -0.6167
H 10.385 -1.465 -1.913 0.3614
H 9.499 -0.897 -3.329 0.3177
H 10.185 0.730 -0.837 0.2942
H 10.717 1.068 -2.478 0.3284
H 8.503 2.290 -1.413 0.3497
H 8.542 1.845 -3.137 0.3561
H 7.773 -2.005 -1.987 0.3610
H 8.378 -1.230 -0.496 0.3614
```

=====

Here is C21H39O2V as an isolated structure from the OMol25 dataset. Energies are from ωB97M-V/def2-TZVPD.

Summary:
HOMO energy (spin up / spin down), eV: -16.233 / -15.929
Gap between HOMO and LUMO (spin up / spin down), eV: 7.928 / 8.560
Total charge: +2
⟨S²⟩: 2.06
Multiplicity: 3
LUMO (spin up / spin down), Ha: -0.3052 / -0.2708
Strongest force on any atom, hartree/bohr: 0.0338

The geometry in XYZ format:
```
63
Properties=species:S:1:pos:R:3:mulliken_charge:R:1
V -0.559 0.414 -0.746 0.8384
C 1.392 0.241 0.265 -0.1718
C 0.371 -0.041 1.235 0.1458
C -0.340 -1.202 0.746 -0.0604
C 0.245 -1.519 -0.530 -0.5049
C 1.374 -0.699 -0.788 -0.0388
C 2.393 -0.928 -1.872 1.5314
C 3.065 -2.278 -1.550 -1.6264
C 3.450 0.177 -1.873 -1.6652
C 1.696 -0.990 -3.240 -1.4593
C -1.441 -2.082 1.343 1.9237
C -1.070 -2.528 2.766 -1.7205
C -1.589 -3.370 0.514 -2.0533
C -2.807 -1.364 1.336 -1.6143
C 0.294 0.787 2.514 1.6921
C 0.927 2.172 2.292 -1.8022
C -1.144 1.048 2.985 -1.7078
C 1.122 0.067 3.595 -1.5683
H 2.174 0.971 0.394 0.8347
H -0.020 -2.366 -1.144 0.9815
H 3.495 -2.260 -0.547 0.3863
H 3.870 -2.467 -2.260 0.4594
H 2.354 -3.102 -1.611 0.3678
H 3.998 0.196 -0.929 0.3721
H 3.006 1.159 -2.055 0.2335
H 4.174 -0.015 -2.664 0.4738
H 1.027 -1.849 -3.315 0.3378
H 2.442 -1.085 -4.028 0.4701
H 1.127 -0.072 -3.427 0.2249
H -0.071 -2.967 2.784 0.3878
H -1.778 -3.292 3.086 0.5345
H -1.112 -1.723 3.491 0.2416
H -0.646 -3.918 0.465 0.4499
H -1.953 -3.184 -0.499 0.2993
H -2.319 -4.019 0.994 0.4611
H -2.754 -0.350 1.728 0.1651
H -3.513 -1.921 1.954 0.5036
H -3.226 -1.342 0.328 0.3071
H 0.447 2.693 1.459 0.2358
H 2.003 2.123 2.123 0.3622
H 0.783 2.771 3.189 0.5240
H -1.731 1.507 2.183 0.2574
H -1.130 1.747 3.821 0.5475
H -1.650 0.153 3.330 0.2888
H 2.162 -0.031 3.282 0.3599
H 0.742 -0.924 3.825 0.2443
H 1.097 0.664 4.508 0.4698
C 1.094 3.447 -1.086 -1.0324
O 0.022 2.514 -1.341 -0.3341
C -1.242 3.182 -1.546 -0.6064
C -2.089 2.268 -2.390 -0.5729
O -2.148 1.003 -1.681 -0.2901
C -2.987 0.008 -2.335 -0.7669
H 1.325 3.988 -2.003 0.3006
H 1.965 2.885 -0.765 0.3390
H 0.806 4.154 -0.308 0.4861
H -1.099 4.132 -2.063 0.5284
H -1.716 3.367 -0.577 0.3119
H -1.620 2.101 -3.362 0.3694
H -3.090 2.676 -2.532 0.4238
H -4.019 0.356 -2.356 0.3369
H -2.936 -0.911 -1.755 0.2234
H -2.643 -0.169 -3.354 0.3634
```

=====

Here is a 3-piece molecular cluster, C21H40BBrN3O10 overall from the OMol25 dataset. Energies are from ωB97M-V/def2-TZVPD.

Summary:
HOMO energy, eV: -10.812
Gap between HOMO and LUMO, eV: 5.397
Total charge: +1
LUMO, Ha: -0.1990
Strongest force on any atom, hartree/bohr: 0.1003

The geometry in XYZ format:
```
76
Properties=species:S:1:pos:R:3:mulliken_charge:R:1
C 6.322 -1.333 3.663 -1.0297
C 4.933 -0.787 3.122 0.5555
O 3.885 -1.240 3.662 -0.5327
N 4.728 0.218 2.059 0.5578
C 5.939 0.994 1.736 0.5906
C 6.345 1.225 0.183 -0.7464
O 6.682 1.547 2.574 -0.5202
C 4.040 -0.315 0.884 -0.3391
C 4.464 -1.529 0.025 0.2696
Br 6.131 -2.519 0.432 0.0160
C 3.618 -2.015 -1.164 -0.3706
N 2.437 -1.311 -1.498 -0.9389
N 2.122 -0.259 -0.778 1.2462
C 0.863 0.452 -1.254 -1.1128
C 2.715 0.353 0.360 -0.1595
B 2.137 1.695 1.124 0.6839
O 1.759 1.655 2.501 -0.4614
O 2.078 2.893 0.307 -0.5716
H 7.121 -1.496 2.873 0.2946
H 6.191 -2.258 4.334 0.3153
H 6.735 -0.517 4.369 0.3236
H 7.243 1.922 0.144 0.3422
H 5.456 1.808 -0.268 0.2107
H 6.480 0.254 -0.389 0.2411
H 3.915 -2.925 -1.794 0.3726
H 0.421 -0.091 -2.169 0.3645
H 1.151 1.491 -1.615 0.4175
H 0.039 0.438 -0.463 0.3666
H 1.890 0.703 2.754 0.3436
H 2.786 3.486 0.669 0.2909
C -5.786 5.825 -0.505 -0.8159
O -4.715 4.951 -0.196 -0.2780
C -5.012 3.591 -0.491 -0.6402
C -3.783 2.869 -1.036 -0.0968
O -3.436 3.232 -2.373 -0.4861
C -2.882 4.537 -2.562 -0.3824
C -1.488 4.712 -1.971 -0.3770
O -1.561 4.850 -0.556 -0.3184
C -0.422 4.340 0.105 -0.5570
H -6.608 5.685 0.202 0.3296
H -5.418 6.850 -0.429 0.2335
H -6.136 5.668 -1.531 0.3678
H -5.824 3.513 -1.221 0.3598
H -5.327 3.115 0.445 0.3793
H -4.017 1.801 -1.076 0.4122
H -2.926 2.969 -0.366 -0.0209
H -3.570 5.307 -2.213 0.1096
H -2.802 4.661 -3.647 0.4335
H -1.034 5.628 -2.366 0.4389
H -0.865 3.854 -2.250 0.1459
H -0.209 3.316 -0.216 0.0356
H -0.634 4.320 1.175 0.3281
H 0.443 4.984 -0.077 0.3791
C -3.048 -6.858 -1.648 -0.8160
O -2.255 -5.703 -1.442 -0.2748
C -2.838 -4.528 -1.994 -0.6165
C -2.588 -3.319 -1.096 -0.0762
O -3.362 -3.311 0.103 -0.4761
C -3.003 -4.262 1.109 -0.3250
C -1.659 -3.987 1.773 -0.5536
O -0.590 -4.363 0.908 -0.3107
C 0.565 -3.573 1.086 -0.6523
H -3.028 -7.151 -2.700 0.3287
H -2.633 -7.665 -1.043 0.2340
H -4.080 -6.688 -1.320 0.3695
H -3.916 -4.651 -2.135 0.3657
H -2.368 -4.357 -2.970 0.3764
H -2.898 -2.427 -1.649 0.4317
H -1.525 -3.190 -0.879 -0.0813
H -3.064 -5.280 0.722 0.1075
H -3.778 -4.176 1.876 0.4224
H -1.570 -4.589 2.684 0.4165
H -1.596 -2.926 2.037 0.3137
H 0.323 -2.504 1.030 0.1553
H 1.259 -3.802 0.275 0.2408
H 1.039 -3.807 2.044 0.4201
```

=====

Here is C21H40Cl3MnN2O4Si as an isolated structure from the OMol25 dataset. Energies are from ωB97M-V/def2-TZVPD.

Summary:
HOMO energy (spin up / spin down), eV: -8.474 / -8.483
Gap between HOMO and LUMO (spin up / spin down), eV: 4.825 / 7.597
Total charge: 0
Energy above the lowest of the compared OMol25 structures with the same formula, charge and spin, kcal/mol: 92.7
⟨S²⟩: 6.20
Multiplicity: 5
LUMO (spin up / spin down), Ha: -0.1341 / -0.0326
Strongest force on any atom, hartree/bohr: 0.0865

The geometry in XYZ format:
```
72
Properties=species:S:1:pos:R:3:mulliken_charge:R:1
C -1.993 -2.457 -4.115 -1.5952
C -1.419 -2.758 -2.801 0.3648
H -1.788 -3.259 -4.825 0.4713
H -1.495 -1.583 -4.515 0.1373
H -3.063 -2.254 -4.090 0.3091
C -0.849 -3.946 -2.555 0.3588
C -0.939 -5.192 -3.365 -1.7073
H -0.278 -4.095 -1.647 0.2623
H -0.357 -5.238 -4.313 0.3678
H -1.971 -5.522 -3.601 0.3447
H -0.493 -5.968 -2.706 0.3890
Mn 0.201 2.771 1.628 -0.3493
Cl -2.062 2.270 2.392 -0.4908
Cl 1.244 4.477 0.511 -0.5196
H 1.630 6.389 4.488 0.3655
H -1.077 6.433 4.868 0.3392
C 1.455 5.676 3.678 -1.0387
C -0.991 5.969 3.878 -0.9326
N 0.138 5.063 3.804 0.1532
H 2.220 4.892 3.685 0.2778
C 0.011 3.745 3.901 0.2304
O 0.921 2.910 3.597 -0.7270
H -1.910 5.407 3.655 0.3430
H -0.964 3.376 4.271 0.7637
H 1.512 6.213 2.733 0.3848
H -0.871 6.763 3.141 0.3157
H 2.144 -0.370 -1.916 -0.0026
H 2.792 -3.011 -1.216 0.3173
C 3.090 -0.347 -1.386 -0.8572
C 3.424 -2.572 -0.439 -0.9737
N 3.034 -1.191 -0.227 0.3080
H 3.304 0.664 -1.077 0.4422
C 2.937 -0.623 1.016 0.1264
O 2.916 0.579 1.254 -0.5849
H 3.305 -3.160 0.481 0.3725
H 2.861 -1.404 1.815 0.2122
H 3.858 -0.723 -2.050 0.3494
H 4.476 -2.624 -0.765 0.3504
O -0.523 -0.595 -2.036 -0.3675
C -1.505 -1.663 -1.772 0.2587
C -0.044 -2.257 0.131 0.8565
C -1.348 -2.152 -0.326 0.1120
H 0.697 -1.757 -0.458 0.1988
C 0.289 -3.037 1.231 -0.6837
H -2.491 -1.183 -1.849 0.5115
C -2.389 -2.694 0.457 -0.8900
H 1.320 -3.098 1.531 0.1336
C -0.725 -3.738 1.873 -0.7668
C -2.057 -3.536 1.516 -0.5721
H -3.448 -2.512 0.237 0.4269
H -0.453 -4.435 2.673 0.3610
H -2.832 -4.075 2.070 0.3860
Si -0.554 1.014 -2.223 1.2591
Cl 0.188 1.101 0.284 0.8398
C 1.110 1.868 -2.675 -1.1358
C -1.582 2.559 -1.600 -1.3669
C -1.423 0.708 -3.858 -1.4009
H 1.883 1.802 -1.913 0.2372
H 1.001 2.949 -2.855 0.3514
H 1.523 1.425 -3.596 0.3053
H -0.778 -0.044 -4.344 0.1887
H -1.587 1.539 -4.553 0.4519
H -2.372 0.203 -3.624 0.3279
H -2.232 2.351 -0.737 0.3252
H -2.261 2.955 -2.375 0.3582
H -1.000 3.449 -1.298 0.2661
C -0.030 -0.598 4.057 -0.7383
O -0.496 -0.250 2.793 0.0839
H 1.047 -0.760 3.992 0.2096
H -0.525 -1.553 4.346 0.2391
H -0.234 0.178 4.797 0.2597
H -1.120 0.537 2.915 0.0959
```

=====

Here is C21H40Cl3N2O4SiTi as an isolated structure from the OMol25 dataset. Energies are from ωB97M-V/def2-TZVPD.

Summary:
HOMO energy (spin up / spin down), eV: -3.688 / -3.696
Gap between HOMO and LUMO (spin up / spin down), eV: 3.533 / 3.663
Total charge: 0
Energy above the lowest of the compared OMol25 structures with the same formula, charge and spin, kcal/mol: 0.0
⟨S²⟩: 0.75
Multiplicity: 2
LUMO (spin up / spin down), Ha: -0.0057 / -0.0012
Strongest force on any atom, hartree/bohr: 0.0776

The geometry in XYZ format:
```
72
Properties=species:S:1:pos:R:3:mulliken_charge:R:1
C -3.848 1.891 -0.680 -1.4334
C -3.305 0.896 0.315 1.3790
H -4.891 2.136 -0.450 0.3477
H -3.798 1.564 -1.729 0.1624
H -3.222 2.786 -0.606 0.3369
C -4.154 0.021 1.007 -0.8752
C -5.357 -0.544 0.370 -1.5986
H -3.833 -0.360 1.962 0.4046
H -5.242 -0.713 -0.714 0.2773
H -6.169 0.186 0.477 0.3680
H -5.716 -1.471 0.828 0.3932
Ti 2.558 -0.161 -1.404 0.2460
Cl 3.002 2.077 -0.838 -0.6159
Cl 3.022 -0.343 -3.647 -0.6073
C 2.410 0.173 1.728 -0.1047
O 2.486 -0.429 0.619 0.1399
N 2.683 -0.465 2.864 0.5595
C 2.679 -1.922 2.917 -0.9037
C 3.088 0.247 4.064 -0.9573
H 2.148 1.237 1.784 0.4927
H 2.887 -2.341 1.929 0.2672
H 1.709 -2.291 3.279 0.1119
H 3.451 -2.228 3.629 0.4116
H 3.224 1.315 3.847 0.3138
H 4.037 -0.180 4.423 0.3404
H 2.350 0.136 4.872 0.2995
H -2.251 -1.296 -2.049 0.1284
H -2.606 -2.857 0.585 0.2811
C -1.665 -2.231 -2.081 -0.7885
C -1.759 -3.353 0.095 -1.1258
N -1.027 -2.488 -0.803 0.4270
H -0.942 -2.169 -2.901 0.2550
C 0.205 -2.094 -0.423 0.3090
O 1.192 -1.827 -1.171 -0.6530
H -1.091 -3.715 0.876 0.3144
H 0.348 -2.082 0.679 0.1179
H -2.351 -3.063 -2.275 0.3771
H -2.160 -4.223 -0.435 0.4873
O -2.021 0.437 -0.181 0.0743
C -1.889 1.196 1.026 -1.2428
C -1.278 -0.786 2.461 0.3369
C -1.364 0.609 2.289 0.1523
H -1.532 -1.412 1.611 0.6879
C -0.825 -1.358 3.654 -0.9955
H -1.521 2.188 0.771 0.3613
C -0.868 1.402 3.371 -0.6492
H -0.802 -2.450 3.741 0.4427
C -0.438 -0.567 4.730 -0.5688
C -0.437 0.821 4.569 -0.4903
H -0.802 2.495 3.272 0.3766
H -0.163 -1.032 5.685 0.3946
H -0.111 1.446 5.407 0.4110
Si 0.244 1.658 -3.827 0.6154
Cl 0.410 0.630 -1.579 0.1584
C 0.121 0.418 -5.241 -1.0274
C 1.882 2.586 -4.055 -0.8694
C -1.191 2.841 -3.782 -0.9832
H -0.377 -0.506 -4.942 0.2651
H 1.100 0.166 -5.676 0.3196
H -0.460 0.860 -6.057 0.3933
H -2.138 2.318 -3.999 0.2834
H -1.069 3.624 -4.568 0.4156
H -1.232 3.334 -2.798 0.2342
H 2.446 2.633 -3.121 0.1017
H 1.697 3.623 -4.371 0.3784
H 2.548 2.158 -4.815 0.3242
C 5.456 0.352 -0.435 -0.5489
O 4.590 -0.453 -1.258 -0.3524
H 5.697 -0.226 0.461 0.2246
H 4.884 1.263 -0.193 0.1933
H 6.337 0.657 -1.013 0.3559
H 5.014 -0.743 -2.077 0.3416
```

=====

What is the strongest force on any atom in the sixth record? 0.0776 hartree/bohr

=====

Which value of strongest force on any atom does entry 2 give? 0.0346 hartree/bohr